15
Properties=species:S:1:pos:R:3 method="wB97M-V/def2-TZVPD" mol_weight_g_mol=87.12 relative_energy_ev=0.6734 smiles="CC(=O)N(C)C" charge=0 homo_ev=-9.1995 gap_ev=10.07
C 1.98233 0.36952 0.09615
C 0.85054 -0.62422 0.29479
O 1.11090 -1.80389 0.47105
N -0.44316 -0.18489 0.14195
C -0.85251 1.19885 0.03300
C -1.45439 -1.16515 -0.20729
H 2.84939 0.00843 0.64980
H 1.78099 1.40939 0.35765
H 2.23228 0.33870 -0.97142
H -1.79625 1.33828 0.57399
H -0.11969 1.86610 0.48656
H -1.01356 1.50444 -1.01093
H -1.78916 -0.99822 -1.24143
H -2.32704 -1.10067 0.45220
H -1.01069 -2.15666 -0.12607